<A>
DFT (the ωB97M-V functional and the def2-TZVPD basis) results for a gas-phase ion, C6H8NO (charge +1).

Last column: Mulliken charge in e.
CARTESIAN COORDINATES (ANGSTROEM)
O1 3.18301 -0.03591 0.32180  -0.453
N1 -0.01940 1.38737 -0.36419  -0.292
C1 1.88985 -0.08578 0.06294  0.725
C2 -1.87987 0.11495 0.88440  -0.235
C3 1.09826 -1.17457 -0.23200  -1.110
C4 -2.31673 0.07790 -0.56034  -0.588
C5 -0.99012 0.61119 -0.11582  0.359
C6 1.25777 1.19515 -0.12631  -0.116
H1 -3.11523 0.80751 -0.78877  0.261
H2 3.50508 -1.00194 0.21858  0.359
H3 0.26965 -0.89925 -0.75047  0.526
H4 -1.49250 -0.88453 1.22136  0.236
H5 -2.53041 0.71404 1.58604  0.291
H6 1.61274 -2.07557 -0.12901  0.323
H7 1.91536 2.02411 -0.03662  0.449
H8 -2.38747 -0.77468 -1.19156  0.266

As for the charge: +1. For the LUMO energy, the calculation gives -0.2106 Ha.

<B>
DFT (the ωB97M-V functional and the def2-TZVPD basis) results for a gas-phase ion, C6H8NO (charge +1).

Last column: Mulliken charge in e.
CARTESIAN COORDINATES (ANGSTROEM)
O1 2.26176 -0.92698 -0.11551  -0.460
N1 0.27231 1.10271 -0.18666  -0.205
C1 -1.08042 1.14809 -0.11754  -0.008
C2 -1.79255 0.03645 0.05949  -0.454
C3 0.97647 -0.78395 0.22621  0.362
C4 -0.07457 -1.69660 -0.15529  -0.454
C5 1.07095 2.09511 0.03996  -0.249
C6 -1.36273 -1.33853 0.04591  -0.339
H1 0.09072 -2.77392 -0.38058  0.306
H2 0.95204 -0.31685 1.29330  0.429
H3 -2.16927 -1.98320 -0.10342  0.395
H4 2.17609 2.01277 -0.16590  0.266
H5 2.46968 -1.61331 -0.88915  0.413
H6 -2.87102 0.01672 0.23746  0.297
H7 -1.65296 2.04642 -0.36593  0.395
H8 0.73351 2.97507 0.57766  0.307

As for the charge: +1. For the LUMO energy, the calculation gives -0.1829 Ha.

It is <A> that is the least stable of them.

<A>
DFT (the ωB97M-V functional and the def2-TZVPD basis) results for 2 unconnected molecules or ions with the total composition H4N6.

Last column: Mulliken charge in e.
CARTESIAN COORDINATES (ANGSTROEM)
N1 0.92448 -0.49728 1.69689  -0.346
N2 -2.72342 1.67470 -3.22853  -0.097
N3 -0.20935 -0.01407 -0.22258  0.649
N4 -0.06394 -0.77690 0.78844  -0.445
N5 -1.68791 1.79515 -2.89135  0.085
N6 -1.20782 0.05962 -0.99214  -0.689
H1 0.53608 0.64458 -0.36508  0.165
H2 1.38783 0.44522 1.42872  0.217
H3 1.51313 -1.28668 1.98763  0.251
H4 -2.00504 -0.46411 -0.94496  0.211

For the LUMO energy, the calculation gives 0.0359 Ha.

<B>
DFT (the ωB97M-V functional and the def2-TZVPD basis) results for 2 unconnected molecules or ions with the total composition H4N6.

Last column: Mulliken charge in e.
CARTESIAN COORDINATES (ANGSTROEM)
N1 1.03360 -0.56916 -0.34069  -0.293
N2 1.12495 0.69814 -0.22108  0.464
N3 1.88803 1.51867 -0.84304  -0.788
N4 0.35710 -1.13328 0.71069  -0.364
N5 3.50947 -0.35380 0.67537  0.035
N6 3.18364 -0.98331 -0.17169  -0.063
H1 0.07667 -2.06642 0.31679  0.265
H2 0.80449 1.11764 0.69071  0.268
H3 -0.23868 -0.61672 1.34708  0.216
H4 2.59033 0.93738 -1.52606  0.261

For the LUMO energy (spin up / spin down), the calculation gives 0.0282 / 0.0282 Ha.

It is <B> that is the least stable of them.

<A>
DFT (the ωB97M-V functional and the def2-TZVPD basis) results for a single C4H9N5 molecule.

Last column: Mulliken charge in e.
CARTESIAN COORDINATES (ANGSTROEM)
N1 2.76258 0.87484 -0.01603  -0.402
N2 -0.91408 -0.19099 1.53675  -0.343
N3 0.51291 0.54763 -0.17352  -0.472
N4 1.49808 0.65623 1.95767  -0.678
N5 -1.81872 0.45385 -1.82367  -0.511
C1 1.58983 0.69675 0.67899  0.485
C2 -1.36394 -0.46078 -0.89081  0.647
C3 -0.63324 0.13250 0.27532  0.224
C4 -1.61454 -1.77582 -0.93491  -1.211
H1 -0.14768 0.01466 2.19024  0.327
H2 -2.24501 -2.20178 -1.70701  0.271
H3 -2.03125 0.07452 -2.72401  0.229
H4 3.55105 1.23026 0.48526  0.207
H5 -1.24304 1.28837 -1.86793  0.266
H6 2.38260 0.82798 2.43687  0.173
H7 -1.70970 -0.76798 1.75119  0.221
H8 2.68318 1.03495 -1.00522  0.238
H9 -1.25904 -2.43520 -0.16917  0.329

For the LUMO energy, the calculation gives 0.0355 Ha.

<B>
DFT (the ωB97M-V functional and the def2-TZVPD basis) results for a single C4H9N5 molecule.

Last column: Mulliken charge in e.
CARTESIAN COORDINATES (ANGSTROEM)
N1 1.34695 -1.69095 -0.68332  -0.558
N2 -2.11298 -1.39544 0.20962  -0.759
N3 0.25834 -1.62663 0.21718  -0.021
N4 -0.54989 0.49944 -0.09840  0.189
N5 0.81270 0.46970 -0.20428  -0.067
C1 1.63998 -0.41268 -0.90748  -0.179
C2 -1.30848 1.40360 -0.75492  -0.897
C3 1.24737 0.87964 1.06247  -0.861
C4 -0.93296 -0.82800 0.15113  0.410
H1 2.26886 1.36892 1.15691  0.293
H2 0.33260 1.40607 1.57199  0.331
H3 -1.56586 1.39024 -1.85533  0.303
H4 -2.16793 -2.45151 0.31065  0.213
H5 -2.35759 1.36583 -0.42009  0.319
H6 2.61342 -0.29603 -1.24724  0.419
H7 1.36195 -0.09733 1.64952  0.290
H8 -0.11185 -2.50825 0.31123  0.329
H9 -0.77464 2.52337 -0.46964  0.248

For the LUMO energy, the calculation gives 0.0319 Ha.

It is <B> that is the least stable of them.

<A>
DFT (the ωB97M-V functional and the def2-TZVPD basis) results for a single C2H2N2O4 molecule.

Last column: Mulliken charge in e.
CARTESIAN COORDINATES (ANGSTROEM)
O1 0.62735 -1.42911 0.06419  -0.175
O2 -2.28202 0.26753 -0.03679  -0.396
O3 0.05918 1.99657 0.06287  -0.619
O4 2.36209 0.08319 -0.16850  -0.431
N1 -0.83033 -1.41627 0.02763  -0.446
N2 0.89651 -0.17778 -0.02986  0.465
C1 -1.09074 -0.12667 0.00059  0.293
C2 0.01946 0.79876 -0.00058  0.583
H1 -2.95327 -0.36813 -0.12657  0.368
H2 2.78494 0.14849 0.76798  0.358

For the LUMO energy, the calculation gives 0.0125 Ha.

<B>
DFT (the ωB97M-V functional and the def2-TZVPD basis) results for a single C2H2N2O4 molecule.

Last column: Mulliken charge in e.
CARTESIAN COORDINATES (ANGSTROEM)
O1 1.59720 -1.31630 0.33466  -0.385
O2 -2.55390 -0.00887 0.32101  -0.495
O3 1.82367 1.32667 0.18322  -0.443
O4 -0.53034 -1.06211 -0.27592  -0.231
N1 -0.60387 1.06079 -0.09767  -0.008
N2 0.71550 -0.65524 -0.58794  0.127
C1 0.76136 0.88272 -0.19430  0.429
C2 -1.40502 -0.03750 0.00382  0.558
H1 -1.03305 1.88395 0.06247  0.129
H2 1.42067 -1.30925 1.37592  0.319

For the LUMO energy, the calculation gives 0.0099 Ha.

It is <A> that is the least stable of them.

<A>
DFT (the ωB97M-V functional and the def2-TZVPD basis) results for 2 unconnected molecules or ions with the total composition C3H4N2.

Last column: Mulliken charge in e.
CARTESIAN COORDINATES (ANGSTROEM)
N1 -1.15831 -0.98622 0.31677  -0.622
N2 0.02742 -1.30309 0.06099  0.281
C1 -0.68199 1.33801 0.04325  -0.319
C2 1.14383 -0.88111 -0.10903  -0.175
C3 0.53485 1.35499 -0.06478  -0.483
H1 -1.72838 1.51743 0.14580  0.404
H2 -1.78571 -1.45720 -0.33973  0.230
H3 2.11359 -1.30295 0.10936  0.300
H4 1.53470 1.72014 -0.16264  0.384

For the LUMO energy, the calculation gives 0.0386 Ha.

<B>
DFT (the ωB97M-V functional and the def2-TZVPD basis) results for a molecular structure, C3H4N2.

Last column: Mulliken charge in e.
CARTESIAN COORDINATES (ANGSTROEM)
N1 0.87068 -1.82495 -0.38647  -0.211
N2 -0.70031 0.20424 0.90068  -0.494
C1 0.06763 1.06675 -0.03979  -0.317
C2 0.01657 -0.39219 -0.15177  0.479
C3 -0.17907 -1.49877 -1.08266  -0.449
H1 -0.47121 1.67496 -0.77116  0.240
H2 0.92474 1.55429 0.41522  0.217
H3 1.18330 -0.98447 0.35505  0.295
H4 -1.71234 0.20013 0.76090  0.241

For the LUMO energy, the calculation gives 0.0321 Ha.

<C>
DFT (the ωB97M-V functional and the def2-TZVPD basis) results for a single C3H4N2 molecule.

Last column: Mulliken charge in e.
CARTESIAN COORDINATES (ANGSTROEM)
N1 -0.51905 0.10840 1.13478  -0.561
N2 1.59049 0.06537 -0.07887  -0.260
C1 0.25372 0.58510 0.03518  0.116
C2 -0.93796 -0.27897 -0.22260  -0.391
C3 2.06175 -0.34351 -1.09420  -0.011
H1 -1.89429 0.17310 -0.49748  0.211
H2 -0.81994 -1.30461 -0.57226  0.257
H3 0.03683 -0.63732 1.54230  0.287
H4 0.22844 1.63244 -0.24685  0.352

For the LUMO energy, the calculation gives 0.0201 Ha.

It is <B> that is the least stable of them.

<A>
DFT (the ωB97M-V functional and the def2-TZVPD basis) results for a single C3H4N2 molecule.

Last column: Mulliken charge in e.
CARTESIAN COORDINATES (ANGSTROEM)
N1 -0.42298 -1.78945 0.90420  -0.478
N2 -0.43573 -0.76536 0.01745  -0.205
C1 0.02701 2.23854 -1.43172  0.429
C2 0.51662 0.12489 -0.01599  -0.637
C3 0.25865 1.30102 -0.73897  -0.366
H1 1.49615 -0.07306 0.52090  0.375
H2 -1.26893 -2.48064 0.95546  0.262
H3 -0.11911 3.09126 -2.08026  0.380
H4 -0.05167 -1.64720 1.86893  0.240

For the LUMO energy, the calculation gives 0.0289 Ha.

<B>
DFT (the ωB97M-V functional and the def2-TZVPD basis) results for 2 unconnected molecules or ions with the total composition C3H4N2.

Last column: Mulliken charge in e.
CARTESIAN COORDINATES (ANGSTROEM)
N1 1.22422 0.04330 1.66250  -0.509
N2 -1.70225 0.67724 -1.73050  -0.146
C1 0.79543 -1.14986 0.79917  -0.197
C2 -1.44354 1.61572 -1.05351  -0.142
C3 1.16077 -0.04534 0.17476  -0.187
H1 1.08413 0.64174 -0.67234  0.287
H2 0.38756 0.52335 1.85293  0.228
H3 0.50806 -2.14528 1.09486  0.373
H4 -2.01440 -0.16087 -2.12786  0.294

For the LUMO energy, the calculation gives 0.0329 Ha.

<C>
DFT (the ωB97M-V functional and the def2-TZVPD basis) results for a single C3H4N2 molecule.

Last column: Mulliken charge in e.
CARTESIAN COORDINATES (ANGSTROEM)
N1 -1.04630 -0.18106 0.92993  -0.743
N2 -0.28621 0.89902 0.74135  0.289
C1 0.64553 0.73305 -0.22566  -0.277
C2 -0.58431 -1.06850 0.06494  -0.295
C3 0.51138 -0.55985 -0.67870  -0.357
H1 1.13768 -1.03723 -1.42218  0.335
H2 -0.53523 1.73504 1.23962  0.224
H3 1.28369 1.54662 -0.53770  0.401
H4 -1.18609 -1.95570 -0.05348  0.422

For the LUMO energy, the calculation gives 0.0397 Ha.

It is <B> that is the least stable of them.

<A>
DFT (the ωB97M-V functional and the def2-TZVPD basis) results for 2 unconnected molecules or ions with the total composition C5H8FNO.

Last column: Mulliken charge in e.
CARTESIAN COORDINATES (ANGSTROEM)
F1 1.56885 1.55530 -0.69686  -0.353
O1 2.40585 -0.99811 0.22599  -0.619
N1 -1.60395 0.03500 0.40813  -0.628
C1 0.20716 -0.45030 -0.96497  -0.556
C2 1.06020 -0.55250 0.26769  0.113
C3 0.58491 0.77951 -0.24325  0.638
C4 -0.65009 1.32296 0.37104  -0.584
C5 -1.18839 -0.87103 -0.72978  -0.585
H1 0.72693 -0.49292 -1.81973  0.660
H2 0.31097 -0.71573 1.18791  0.063
H3 -1.28178 1.94340 -0.22383  0.327
H4 -0.52802 1.57455 1.47676  0.269
H5 -2.06464 -0.69198 -1.44788  0.287
H6 2.97046 -0.06516 1.31559  0.340
H7 -1.39751 -0.42631 1.36898  0.368
H8 -1.12096 -1.94669 -0.49578  0.259

For the LUMO energy, the calculation gives -0.0318 Ha.

<B>
DFT (the ωB97M-V functional and the def2-TZVPD basis) results for a single C5H8FNO molecule.

Last column: Mulliken charge in e.
CARTESIAN COORDINATES (ANGSTROEM)
F1 1.42632 1.31882 -1.23923  -0.335
O1 -1.79627 0.22676 1.70282  -0.546
N1 0.02080 -1.72189 -0.04277  -0.574
C1 1.35898 0.21090 -0.39378  0.197
C2 -0.88794 -0.64670 -0.55306  -0.109
C3 0.46209 -0.72812 -1.04806  -0.642
C4 -1.02098 0.49865 0.51552  0.058
C5 0.40581 0.70990 0.83753  -0.822
H1 0.75703 -0.14120 1.54573  0.275
H2 -1.71473 -0.86768 -1.22946  0.459
H3 -1.55781 1.55308 0.41678  0.258
H4 -0.08824 -2.64855 -0.60780  0.282
H5 2.30041 -0.23246 0.05486  0.351
H6 -1.49939 -0.63098 2.24475  0.321
H7 0.67858 1.76478 1.31005  0.328
H8 0.60399 -0.69500 -2.05390  0.501

For the LUMO energy, the calculation gives 0.0321 Ha.

It is <A> that is the least stable of them.

<A>
DFT (the ωB97M-V functional and the def2-TZVPD basis) results for a molecular structure, C8H13NO.

Last column: Mulliken charge in e.
CARTESIAN COORDINATES (ANGSTROEM)
O1 3.09907 -1.70332 1.02829  -0.736
N1 1.62823 -2.85245 -0.29894  -0.662
C1 1.36659 -2.12772 0.67217  0.673
C2 -0.20534 -0.44296 -0.33536  0.498
C3 -0.36106 2.05370 0.69646  -0.760
C4 0.44812 -0.98606 0.92173  -1.202
C5 -2.02844 0.63448 -0.88447  -0.560
C6 -0.65277 1.02573 -0.35180  0.269
C7 -1.67176 -0.84781 -0.61320  -0.812
C8 0.18213 2.21351 -0.70515  -0.702
H1 3.06276 -0.78238 1.31558  0.274
H2 0.39541 -0.62337 -1.23991  0.462
H3 -2.13452 0.84503 -1.95834  0.262
H4 -1.83982 -1.56873 -1.42254  0.302
H5 -2.89336 1.04827 -0.34899  0.302
H6 0.32584 1.80473 1.50732  0.197
H7 -0.27232 2.96702 -1.35250  0.258
H8 -1.19504 2.68728 1.00774  0.275
H9 1.23861 2.03395 -0.91377  0.233
H10 2.97116 -2.62947 -0.19938  0.470
H11 1.00229 -0.23675 1.50980  0.297
H12 -2.16573 -1.21847 0.29665  0.271
H13 -0.30004 -1.29423 1.66864  0.392

For the LUMO energy, the calculation gives 0.0221 Ha.

<B>
DFT (the ωB97M-V functional and the def2-TZVPD basis) results for a single C8H13NO molecule.

Last column: Mulliken charge in e.
CARTESIAN COORDINATES (ANGSTROEM)
O1 0.14971 1.83197 -1.20832  -0.645
N1 -0.34704 0.69595 2.12538  -0.521
C1 -2.28159 0.02827 -1.25494  -1.279
C2 -0.75421 0.94133 0.81401  -0.252
C3 1.90717 -0.67816 -1.19938  -1.324
C4 0.26494 0.99890 -0.29837  0.815
C5 -1.31938 -0.33488 -0.17133  0.854
C6 -1.17740 -1.57202 0.28872  -1.165
C7 1.57861 0.28831 -0.10120  0.493
C8 2.41764 0.60421 0.87832  -1.197
H1 1.19776 -1.50516 -1.21804  0.277
H2 -1.11066 0.44401 2.74149  0.284
H3 -1.48495 1.74633 0.73328  0.443
H4 -0.47208 -1.82431 1.06731  0.257
H5 -1.75648 -2.39301 -0.10659  0.323
H6 -2.75551 -0.85593 -1.67807  0.388
H7 2.18497 1.35877 1.61354  0.374
H8 -1.76453 0.56041 -2.05230  0.299
H9 -3.05131 0.70464 -0.88094  0.275
H10 2.91444 -1.07168 -1.08088  0.405
H11 3.39713 0.15340 0.94024  0.326
H12 0.42536 0.04334 2.20548  0.258
H13 1.83741 -0.16470 -2.15743  0.313

For the LUMO energy, the calculation gives 0.0214 Ha.

It is <A> that is the least stable of them.